# 1
The following is a quantum chemistry calculation of 2 unconnected molecules or ions with the total composition C4H7Cl2N2O, from OMol25.

```
16
C4H7Cl2N2O | OMol25 | ωB97M-V/def2-TZVPD
C 0.48929 0.41856 0.06462
C -1.57640 -0.02254 0.72530
C 1.53192 0.91935 -0.75420
C -2.21847 -1.87533 -0.20058
N -0.84401 0.68835 -0.15394
N 0.59519 -0.20360 1.21203
O -0.71480 -0.37653 1.71302
Cl -2.50897 -2.99269 1.01088
Cl -1.01134 -2.17190 -1.31375
H -2.40917 0.44766 1.12004
H 2.21895 1.74555 -0.28856
H 1.03234 1.55158 -1.52387
H 2.16437 0.07112 -1.12912
H -3.01738 -1.43995 -0.78549
H -1.09034 1.32675 -0.94623
H 1.42434 -0.64716 1.68492
```

* charge: +1
* E_HOMO (alpha / beta): -9.616 / -15.226 eV
* lowest unoccupied orbital energy (alpha / beta): -3.436 / -6.583 eV
* HOMO-LUMO gap (alpha / beta): 6.18 / 8.64 eV
* spin multiplicity: 3



# 2
The following is a quantum chemistry calculation of a single C4H7Cl3OSi molecule, from OMol25.

```
16
C4H7Cl3OSi | OMol25 | ωB97M-V/def2-TZVPD
C 0.49484 0.86564 1.91467
C -0.19509 0.69010 0.62142
C 0.07626 1.36778 -0.47744
C 1.64435 -1.86516 0.55743
O -0.50975 1.15824 -1.65792
Si -1.57918 0.04921 -2.27933
Cl 0.13906 -2.62058 0.32483
Cl 1.28298 -0.77161 2.35914
Cl 2.79495 -2.97318 1.14033
H -0.30377 1.09614 2.64174
H 1.33477 1.66132 1.95901
H -0.66321 -0.24649 0.56972
H 0.79716 2.25868 -0.40892
H -1.08109 -1.31290 -1.92697
H -1.38855 0.24799 -3.64676
H -2.84373 0.39482 -1.69095
```

* E_HOMO: -8.105 eV
* energy relative to the best compared isomer or geometry (same formula, charge and spin): 43.41 kcal per mole
* lowest unoccupied orbital energy: 0.384 eV
* HOMO-LUMO gap: 8.49 eV
* spin multiplicity: 1



# 3
The following is a quantum chemistry calculation of a molecular structure, C4H7Cl4CrO3, from OMol25.

```
19
C4H7Cl4CrO3 | OMol25 | ωB97M-V/def2-TZVPD
Cr 1.36450 -2.27156 0.90273
Cl 1.78850 -0.90953 -1.01305
C 0.46035 1.64017 1.25398
O -0.69667 1.06497 1.89454
C -0.72728 -0.21789 2.13170
O 0.24847 -0.96887 2.01634
O -1.84093 -0.62213 2.60788
C -2.94374 0.27902 2.86687
H 1.29789 0.95749 1.18082
H 0.71090 2.53306 1.81932
H 0.23016 1.95616 0.23771
H -3.68175 -0.18125 3.50951
H -3.39237 0.49487 1.89766
H -2.57064 1.21241 3.27556
C 1.90278 -1.01936 -4.82118
Cl 1.47880 0.47300 -5.69282
Cl 3.63742 -1.04083 -4.50257
Cl 1.33676 -2.43292 -5.69585
H 1.39684 -0.94680 -3.86917
```

* charge: +1
* E_HOMO (alpha / beta): -12.852 / -12.852 eV
* energy relative to the best compared isomer or geometry (same formula, charge and spin): 0.00 kcal per mole
* lowest unoccupied orbital energy (alpha / beta): -6.501 / -5.637 eV
* HOMO-LUMO gap (alpha / beta): 6.35 / 7.21 eV
* spin multiplicity: 5



# 4
The following is a quantum chemistry calculation of 2 unconnected molecules or ions with the total composition C4H7ClN, from OMol25.

```
13
C4H7ClN | OMol25 | ωB97M-V/def2-TZVPD
C 0.33385 -0.91525 0.43118
C 1.83262 0.17387 -0.62931
C -0.34278 1.33611 0.04557
C -0.77264 -1.16545 -0.61855
N -0.78091 -0.05994 0.32053
Cl 3.15971 0.14275 0.22187
H -1.11348 2.01395 -0.17209
H 0.22869 1.63869 0.93775
H 0.36107 1.36378 -0.83109
H -0.54680 -0.98466 -1.70896
H 0.69454 -1.54036 1.32114
H -1.47845 -2.01055 -0.40001
H -1.57543 0.00706 1.08197
```

* charge: +1
* E_HOMO: -13.262 eV
* energy relative to the best compared isomer or geometry (same formula, charge and spin): 161.04 kcal per mole
* lowest unoccupied orbital energy: -5.139 eV
* HOMO-LUMO gap: 8.12 eV
* spin multiplicity: 1



# 5
The following is a quantum chemistry calculation of a single C4H7ClN4 molecule, from OMol25.

```
16
C4H7ClN4 | OMol25 | ωB97M-V/def2-TZVPD
C -0.52566 -0.72022 -0.17060
C 0.65782 1.22573 0.53661
C 1.71528 -0.36895 -1.05167
C 0.78649 -0.19117 0.14381
N -1.13657 -1.69281 -0.63742
N -2.46493 -1.68566 -0.42080
N -2.94102 -0.79444 0.29139
N -2.17371 0.04580 0.82497
Cl -2.90570 1.34277 1.61413
H 0.73569 2.06482 -0.25702
H 1.32684 1.56877 1.31667
H -0.36112 1.36277 0.94790
H 2.35896 -1.36101 -1.04555
H 2.38705 0.47658 -1.06462
H 1.29596 -0.50329 -2.01986
H 1.24464 -0.76972 0.99205
```

* E_HOMO: -9.269 eV
* energy relative to the best compared isomer or geometry (same formula, charge and spin): 84.73 kcal per mole
* lowest unoccupied orbital energy: -0.345 eV
* HOMO-LUMO gap: 8.92 eV
* spin multiplicity: 1



# 6
The following is a quantum chemistry calculation of a single C4H7ClO molecule, from OMol25.

```
13
C4H7ClO | OMol25 | ωB97M-V/def2-TZVPD
C 1.44604 -0.37439 0.43984
C 0.54345 0.63518 -0.33868
C -1.01491 0.62873 0.07493
C -1.67854 -0.71735 -0.25998
H 1.35155 -0.15339 1.49127
H 1.02919 -1.43715 0.31901
H 0.63875 0.53541 -1.47839
H 0.95922 1.66656 -0.10128
H -1.15318 0.76930 1.20588
H -1.45035 1.54541 -0.38710
H -2.67288 -0.72142 -0.66917
O -1.07548 -1.78393 -0.08848
Cl 3.07717 -0.59297 -0.20785
```

* E_HOMO: -9.881 eV
* energy relative to the best compared isomer or geometry (same formula, charge and spin): 22.99 kcal per mole
* lowest unoccupied orbital energy: 0.651 eV
* HOMO-LUMO gap: 10.53 eV
* SMILES: O=CCCCCl
* spin multiplicity: 1



# 7
The following is a quantum chemistry calculation of a single C4H7ClO molecule, from OMol25.

```
13
C4H7ClO | OMol25 | ωB97M-V/def2-TZVPD
C 1.31247 0.57371 1.20504
C -0.25242 0.09703 -0.65616
C -0.71136 -1.17457 0.11770
C -0.99810 0.62959 -1.60799
H 2.11822 1.26528 1.23886
H 0.75501 0.75071 2.23701
H 1.60876 -0.53455 1.20941
H 0.37923 -1.65935 0.43880
H -1.29469 -2.05594 -0.52472
H -1.20779 -0.82285 1.09300
H -1.81028 0.02764 -2.11675
O 0.84402 0.77383 -0.11144
Cl -0.74307 2.12948 -2.52277
```

* E_HOMO: -8.778 eV
* energy relative to the best compared isomer or geometry (same formula, charge and spin): 63.75 kcal per mole
* lowest unoccupied orbital energy: 0.814 eV
* HOMO-LUMO gap: 9.59 eV
* SMILES: CO/C(C)=C\Cl
* spin multiplicity: 1



# 8
The following is a quantum chemistry calculation of a single C4H7ClO2 molecule, from OMol25.

```
14
C4H7ClO2 | OMol25 | ωB97M-V/def2-TZVPD
C -1.64980 0.82693 -0.00250
C -0.52433 -0.22385 0.07444
C 0.81784 0.04724 -0.63123
C 0.71150 0.14083 0.84279
H -1.25026 1.81794 -0.28776
H -2.13822 0.89886 0.97698
H -2.42299 0.53013 -0.71202
H 0.79367 1.07044 -1.12892
H 1.15834 -1.24871 -1.98246
H 0.70909 1.11506 1.35073
H 1.82145 -1.40738 0.94191
O 1.62857 -0.93447 -1.17486
O 1.46315 -0.77118 1.58019
Cl -1.11801 -1.86183 0.15270
```

* E_HOMO: -9.370 eV
* energy relative to the best compared isomer or geometry (same formula, charge and spin): 23.96 kcal per mole
* lowest unoccupied orbital energy: 0.565 eV
* HOMO-LUMO gap: 9.94 eV
* SMILES: C[C@@]1(Cl)[C@H](O)[C@@H]1O
* spin multiplicity: 1